Entry 1:
{"formula": "C2H5NOS", "method": "ωB97M-V/def2-TZVPD", "elements": ["C", "C", "H", "H", "H", "H", "H", "N", "O", "S"], "xyz": [[-1.682, 0.388, 0.121], [1.896, -0.049, -0.320], [-1.515, 1.238, -0.720], [-2.728, 0.197, -0.189], [-1.659, 0.600, 1.102], [1.025, -1.525, 1.117], [1.322, 0.473, -1.244], [0.843, -0.358, 0.492], [3.048, -0.097, -0.050], [-0.550, -0.867, -0.307]], "lowdin_charge": [-0.434, -0.528, 0.089, 0.047, -0.018, 0.239, 0.138, -0.372, 0.061, 0.778], "spin_multiplicity": 1, "orbital_gap_ev": 9.490, "e_tot_ha": -607.288428, "e_above_lowest_ev": 3.222, "mol_weight_g_mol": 91.13, "total_charge": 0}



Entry 2:
{"formula": "C2H5NOS", "method": "ωB97M-V/def2-TZVPD", "elements": ["C", "S", "C", "N", "O", "H", "H", "H", "H", "H"], "xyz": [[-0.442, 2.176, 0.434], [0.276, 0.696, -0.258], [-0.707, -0.529, 0.477], [-0.309, -1.768, 0.268], [0.816, -1.653, -0.684], [-1.560, 1.960, 0.574], [0.033, 2.342, 1.534], [0.123, 3.045, -0.211], [-1.667, -0.133, 0.950], [1.190, -2.638, -0.595]], "lowdin_charge": [-0.468, 0.848, -0.487, -0.081, -0.263, 0.040, 0.071, 0.085, 0.100, 0.155], "spin_multiplicity": 1, "orbital_gap_ev": 9.533, "e_tot_ha": -607.266115, "e_above_lowest_ev": 3.829, "mol_weight_g_mol": 91.13, "smiles": "CS/C=N\\O", "total_charge": 0}



Entry 3:
{"formula": "C2H5NOS", "method": "ωB97M-V/def2-TZVPD", "elements": ["C", "C", "N", "O", "S", "H", "H", "H", "H", "H"], "xyz": [[0.495, 0.426, -0.546], [-0.949, 0.303, -0.663], [1.193, -0.141, 0.448], [-0.633, -1.026, 2.108], [0.818, -0.939, 1.835], [1.124, 0.405, -1.424], [-1.474, 1.241, -1.084], [-1.542, 0.041, 0.196], [-1.131, -0.459, -1.497], [2.099, 0.149, 0.627]], "lowdin_charge": [-0.213, -0.114, -0.341, -0.608, 0.865, 0.108, 0.102, 0.047, 0.103, 0.051], "spin_multiplicity": 1, "orbital_gap_ev": [7.246, 8.020], "e_tot_ha": -607.286415, "e_above_lowest_ev": 3.276, "mol_weight_g_mol": 91.13, "total_charge": 0}



Entry 4:
{"formula": "C2H5NOS", "method": "ωB97M-V/def2-TZVPD", "elements": ["C", "C", "S", "N", "O", "H", "H", "H", "H", "H"], "xyz": [[-1.403, -0.199, -0.691], [-0.515, 0.070, 0.289], [1.325, -0.176, 0.351], [2.054, 0.650, -0.728], [1.693, -1.538, 0.587], [-2.422, 0.074, -0.748], [-0.908, -0.535, -1.646], [-0.659, 0.368, 1.335], [1.346, 0.350, 1.631], [1.759, 1.589, -0.733]], "lowdin_charge": [0.003, -0.249, 0.652, -0.246, -0.380, 0.045, 0.089, 0.055, 0.049, -0.018], "spin_multiplicity": 1, "orbital_gap_ev": 10.151, "e_tot_ha": -607.248947, "e_above_lowest_ev": 4.296, "mol_weight_g_mol": 91.13, "smiles": "C=C[S@H](=N)=O", "total_charge": 0}



Entry 5:
{"formula": "C2H5NP2", "method": "ωB97M-V/def2-TZVPD", "elements": ["C", "C", "N", "P", "P", "H", "H", "H", "H", "H"], "xyz": [[3.638, 0.873, 1.511], [-1.810, -0.149, -0.354], [-0.567, 0.430, -0.349], [2.225, 0.932, 0.645], [0.142, 1.620, -0.913], [4.609, 1.214, 1.275], [-1.758, -0.632, 0.617], [-1.861, -1.117, -0.937], [-2.801, 0.442, -0.666], [1.468, 0.160, 1.584]], "lowdin_charge": [-0.389, -0.287, -0.583, 0.504, 0.710, -0.118, 0.067, 0.094, 0.117, -0.115], "spin_multiplicity": 1, "orbital_gap_ev": [7.005, 6.122], "e_tot_ha": -816.445359, "e_above_lowest_ev": 4.976, "mol_weight_g_mol": 105.02, "total_charge": 0}



Entry 6:
{"formula": "C2H5NP2", "method": "ωB97M-V/def2-TZVPD", "elements": ["C", "C", "N", "P", "P", "H", "H", "H", "H", "H"], "xyz": [[-1.892, -0.089, -0.061], [-0.498, -0.186, -0.063], [-3.013, 0.108, -0.169], [0.191, 1.626, 0.519], [0.344, -1.716, 0.770], [-0.350, -0.162, -1.649], [-0.068, 1.698, 1.915], [1.579, 1.267, 0.736], [0.214, -2.600, -0.194], [1.597, -1.400, 0.101]], "lowdin_charge": [-0.520, -0.833, 0.141, 0.752, 0.762, 0.228, -0.127, -0.126, -0.183, -0.093], "spin_multiplicity": 1, "orbital_gap_ev": 9.732, "e_tot_ha": -816.523674, "e_above_lowest_ev": 2.845, "mol_weight_g_mol": 105.02, "total_charge": 0}



Entry 7:
{"formula": "C2H5NS2", "method": "ωB97M-V/def2-TZVPD", "elements": ["C", "C", "N", "S", "S", "H", "H", "H", "H", "H"], "xyz": [[0.363, -0.138, -0.382], [-0.799, -0.739, 0.378], [2.217, 1.772, -0.432], [1.925, -1.465, -0.304], [1.750, 0.591, 0.528], [0.346, 0.082, -1.411], [-1.351, -1.454, -0.218], [-1.762, -0.060, 0.668], [-0.453, -1.194, 1.265], [2.842, 2.459, 0.016]], "lowdin_charge": [-0.699, -0.200, -0.402, 0.416, 0.641, 0.040, 0.063, 0.130, 0.033, -0.022], "spin_multiplicity": 1, "orbital_gap_ev": [8.810, 8.810], "e_tot_ha": -930.232932, "e_above_lowest_ev": 2.899, "mol_weight_g_mol": 107.20, "total_charge": 0}



Entry 8:
{"formula": "C2H5NS2", "method": "ωB97M-V/def2-TZVPD", "elements": ["C", "C", "H", "H", "H", "H", "H", "N", "S", "S"], "xyz": [[-0.228, 0.177, -0.603], [-0.472, -0.696, 0.477], [1.158, 1.357, -1.684], [0.688, 1.953, 0.085], [0.114, -0.436, -1.576], [-1.191, 0.634, -1.051], [-0.120, -1.651, 2.616], [1.091, 1.131, -0.341], [0.643, -0.721, 1.837], [-1.683, -1.749, 0.239]], "lowdin_charge": [-0.449, -1.280, 0.206, 0.002, 0.137, 0.122, -0.060, -0.072, 0.745, 0.649], "spin_multiplicity": 1, "orbital_gap_ev": 8.295, "e_tot_ha": -930.219586, "e_above_lowest_ev": 3.262, "mol_weight_g_mol": 107.20, "total_charge": 0}